1.
Here is the ion C34H56P with charge +1 from the OMol25 dataset. Energies are from wB97M-V/def2-TZVPD.

Positions of all 91 atoms, in Å:
C 4.14306 0.52102 3.74508
C 2.98688 0.81772 2.79365
C 2.79628 -0.24449 1.70148
C 1.94796 0.26759 0.49545
P 0.32639 -0.45937 0.03888
C -0.89208 0.92968 -0.16691
C -1.19069 2.09295 0.79110
C -1.53425 1.86062 2.25634
C -2.14305 3.15204 2.81954
C -0.11201 -1.75779 1.23676
C -1.26297 -1.54634 2.22702
C -1.68687 -2.86639 2.89869
C -2.46301 -3.80833 1.97798
H 4.17303 1.26913 4.54007
H 4.04273 -0.46609 4.20321
H 5.09969 0.55428 3.21516
H 2.04099 0.90547 3.34925
H 3.17005 1.77832 2.29732
H 3.78386 -0.54565 1.31161
H 2.39924 -1.16466 2.14880
H 1.79169 1.36666 0.56278
H 2.57886 0.10653 -0.39265
H -0.43369 1.45077 -1.02326
H -1.84298 0.50513 -0.54898
H -0.34752 2.80003 0.74838
H -2.03802 2.63428 0.33527
H -2.24657 1.03596 2.38134
H -0.63013 1.59296 2.82329
H -2.34262 3.07726 3.89363
H -1.48026 4.00667 2.65282
H -3.09062 3.36664 2.31374
H -0.22619 -2.71330 0.69756
H 0.78464 -1.90461 1.86041
H -0.91471 -0.84918 3.00299
H -2.13117 -1.07197 1.75454
H -0.76784 -3.36422 3.23041
H -2.27957 -2.62648 3.79106
H -2.74714 -4.72504 2.50556
H -3.38260 -3.34909 1.58896
H -1.83976 -4.10709 1.12304
C -5.25188 1.44914 -3.75019
C -4.21320 0.37713 -3.62200
C -3.99391 -0.25525 -2.39438
C -3.08836 -1.31450 -2.26608
C -3.13907 -2.10642 -0.98436
C -2.22059 -1.61496 -3.34477
C -1.05984 -2.60473 -3.23648
C -1.54354 -4.03940 -3.49926
C -0.24600 -2.53557 -1.92691
C 0.24102 -1.08800 -1.63758
C 1.48312 -0.66322 -2.46263
C 1.43249 0.55403 -3.20082
C 0.15120 1.14361 -3.72918
C 2.62294 1.23589 -3.44221
C 3.86599 0.66005 -3.16458
C 5.13657 1.43989 -3.31906
C 3.89334 -0.66603 -2.72344
C 2.73081 -1.33030 -2.33211
C 2.89160 -2.67731 -1.68177
C -2.50715 -1.05808 -4.60849
C -1.78688 -1.52108 -5.84970
C -3.46130 -0.04879 -4.72053
H -5.47627 1.64318 -4.80510
H -6.17900 1.15501 -3.24068
H -4.91835 2.39276 -3.29852
H -4.57754 0.05272 -1.52241
H -3.09932 -3.19423 -1.14027
H -2.32916 -1.81832 -0.29115
H -4.07657 -1.89758 -0.44825
H -0.33314 -2.34107 -4.02428
H -2.09305 -4.07754 -4.45048
H -0.68907 -4.72725 -3.56223
H -2.20601 -4.39682 -2.69507
H -0.86675 -2.93042 -1.10972
H 0.59942 -3.23298 -2.02377
H -0.59313 -0.50644 -2.04904
H 0.38723 2.02968 -4.32912
H -0.38570 0.44974 -4.38505
H -0.55472 1.46228 -2.95439
H 2.58521 2.24478 -3.85291
H 5.87538 1.12620 -2.56845
H 5.58418 1.29234 -4.31310
H 4.94215 2.51113 -3.18927
H 4.85710 -1.17224 -2.62470
H 3.90344 -2.77830 -1.26866
H 2.19292 -2.83130 -0.85144
H 2.76194 -3.50977 -2.38987
H -2.26731 -1.08131 -6.73186
H -0.73040 -1.20870 -5.86224
H -1.82298 -2.61212 -5.97137
H -3.63004 0.41107 -5.69814

Charge   +1
Maximum force   2.625 eV/Å
Spin multiplicity   1
HOMO-LUMO gap   9.26 eV
Energy above the lowest of the compared OMol25 structures with the same formula, charge and spin   0.000 eV

2.
Here is a structure of composition C34H57N3O2PbSSi from the OMol25 dataset. Energies are from wB97M-V/def2-TZVPD.

Positions of all 99 atoms, in Å:
O 1.26578 -1.65636 -0.52861
O 1.01629 0.04388 -4.19361
C 2.63405 -2.01217 -0.22382
C 2.82900 -3.04233 0.88442
H 3.10652 -1.05456 0.05004
H 3.08999 -2.34447 -1.18219
H 2.35715 -2.74120 1.83800
H 3.89607 -3.15537 1.10422
H 2.44202 -4.01359 0.58034
C 0.29414 -2.72012 -0.42603
C 0.17913 -3.53555 -1.70503
H -0.66822 -2.22905 -0.19158
H 0.53074 -3.41690 0.40888
H 0.10027 -2.86739 -2.57271
H -0.69858 -4.18507 -1.64754
H 1.05207 -4.18360 -1.86263
C -0.09749 0.52821 -4.95602
C 1.90400 -0.80400 -4.91829
C -1.34921 -0.31330 -4.77055
H 0.15127 0.56379 -6.03516
H -0.27372 1.55428 -4.59850
H -1.20239 -1.34298 -5.10873
H -2.16739 0.08107 -5.37772
H -1.67782 -0.32135 -3.72619
C 1.23126 -1.95947 -5.64366
H 2.62450 -1.18201 -4.17976
H 2.46556 -0.17818 -5.64141
H 0.59744 -2.55146 -4.97588
H 1.98304 -2.63066 -6.06382
H 0.63130 -1.58832 -6.47353
H 1.60187 0.57048 -2.24048
N -0.90191 -0.81297 3.42304
C -1.79556 -0.29788 4.27970
C -2.42128 0.93604 4.09126
C -2.47877 1.65316 2.89810
C -2.12119 -1.10194 5.50213
H -1.28621 -1.73992 5.82262
H -2.98081 -1.76223 5.30308
H -2.36504 -0.42666 6.32782
C -3.51308 2.75450 2.72816
H -4.11925 2.59224 1.81691
H -3.03570 3.74852 2.64795
H -4.18682 2.74714 3.59367
N -1.66071 1.41957 1.86343
C -0.54859 -2.18772 3.49365
C 0.68976 -2.59962 4.03837
C 1.66882 -1.67567 4.70398
C 0.95619 -3.96920 4.11852
H 1.91888 -4.29557 4.52037
C -0.01625 -4.91304 3.79156
H 0.15992 -5.98130 3.95005
C -1.25502 -4.47895 3.31345
H -2.06702 -5.18326 3.11899
C -1.51815 -3.12873 3.10802
C -2.88924 -2.70952 2.64570
C -1.88280 1.98691 0.57211
C -1.27742 3.22139 0.24935
C -0.40191 3.94916 1.22685
C -1.54003 3.78623 -0.99217
H -1.07994 4.75364 -1.22094
C -2.39593 3.13821 -1.88595
H -2.62754 3.61832 -2.82936
C -2.95569 1.89621 -1.57933
H -3.63084 1.38247 -2.27171
C -2.69745 1.30040 -0.34529
C -3.29379 -0.02472 0.02557
Pb 0.49885 0.53668 2.06274
H 2.66410 -1.71520 4.22656
H 1.81021 -2.02016 5.73533
H 1.37231 -0.62599 4.77308
H -2.89875 -1.75092 2.10079
H -3.58208 -2.61716 3.49966
H -3.32225 -3.47280 1.97843
H -0.06344 4.87288 0.73895
H 0.49094 3.37696 1.52643
H -0.93848 4.25415 2.13839
H -3.79378 0.00827 1.00295
H -2.54232 -0.82986 0.04154
H -4.05834 -0.30697 -0.70713
H -3.01125 1.32449 4.92199
C 1.47071 1.64944 -1.93821
Si 2.66403 2.77298 -2.89417
H 0.39886 1.85222 -2.12781
H 1.64545 1.70743 -0.85166
C 4.38300 1.98929 -3.08539
C 2.91080 4.46418 -2.07031
C 2.24559 3.43795 -4.63167
H 3.16091 3.98452 -4.94366
H 1.41580 4.16936 -4.60567
H 2.04476 2.65338 -5.37471
H 4.87796 1.91472 -2.10183
H 4.97944 2.66065 -3.73811
H 4.32536 0.99446 -3.55719
H 2.99099 4.39366 -0.97794
H 2.08996 5.15296 -2.34701
H 3.85314 4.87756 -2.47582
S 0.32117 1.68187 6.77470
C 0.54582 1.81048 5.21135
N 0.75233 1.89101 4.02332

Maximum force   3.526 eV/Å
Spin multiplicity   1
HOMO-LUMO gap   7.93 eV
Energy above the lowest of the compared OMol25 structures with the same formula, charge and spin   0.416 eV

3.
Here is a structure of composition C34H57NO3P2RhS from the OMol25 dataset. Energies are from wB97M-V/def2-TZVPD.

Positions of all 99 atoms, in Å:
Rh -0.02722 0.37401 -0.24936
C -0.58711 2.73137 3.08091
C -1.77169 2.46992 2.15189
C -3.08033 2.83249 2.83733
P -1.63039 0.73032 1.44741
C -3.36106 0.14510 1.01013
C -4.32159 -0.24789 2.12708
C -3.18561 -1.03958 0.06072
C -1.05176 -0.23440 2.89148
C -1.80713 -0.38299 4.03490
C -1.32913 -1.06545 5.15525
C -2.23441 -1.30818 6.31358
C 0.00661 -1.46583 5.15667
C 0.81008 -1.25777 4.06371
C 0.29078 -0.72088 2.85848
N 1.01360 -0.51385 1.75224
C 2.31885 -0.81407 1.59700
C 2.97717 -1.94343 2.12673
C 4.34719 -2.04723 2.07089
C 5.12909 -1.04086 1.50198
C 6.61880 -1.10215 1.54368
C 4.47685 -0.00571 0.83431
C 3.09849 0.08952 0.82086
P 2.19131 1.14592 -0.35080
C 3.05169 0.59744 -1.92639
C 3.09598 -0.92415 -2.02721
C 2.29909 1.17760 -3.12018
C 2.78001 2.92414 -0.11415
C 4.03602 3.36087 -0.85634
C 2.93620 3.17726 1.38057
H -0.38119 3.79746 3.14833
H 0.30943 2.22672 2.71847
H -0.79721 2.36500 4.08454
H -1.67277 3.09160 1.25401
H -3.21467 2.26238 3.75297
H -3.93140 2.68212 2.17976
H -3.04923 3.88611 3.11004
H -3.77572 0.98581 0.44305
H -3.97066 -1.13297 2.65165
H -5.28220 -0.49250 1.67514
H -4.49952 0.55036 2.84021
H -2.62261 -1.83724 0.54744
H -2.65399 -0.72062 -0.83573
H -4.15819 -1.42517 -0.24038
H -2.79378 0.04503 4.09317
H -2.75732 -0.39553 6.59724
H -1.69055 -1.68986 7.17246
H -2.99215 -2.04231 6.03445
H 0.42781 -1.91132 6.04503
H 1.86216 -1.48079 4.13201
H 2.38857 -2.75931 2.51538
H 4.83025 -2.92304 2.47740
H 6.95852 -2.08742 1.84881
H 7.00420 -0.37415 2.25850
H 7.04723 -0.86378 0.57229
H 5.07078 0.72395 0.30284
H 4.07475 0.98422 -1.89791
H 2.09434 -1.34375 -1.93224
H 3.71504 -1.36204 -1.24904
H 3.49620 -1.21699 -2.99746
H 1.29395 0.75364 -3.15270
H 2.81157 0.92862 -4.04708
H 2.21784 2.26158 -3.05877
H 1.93864 3.52466 -0.48607
H 4.90899 2.81256 -0.51668
H 4.21130 4.41479 -0.65142
H 3.93887 3.24651 -1.93035
H 3.82013 2.67146 1.76181
H 2.07131 2.81163 1.92865
H 3.03955 4.24223 1.57525
C -2.83705 4.83045 -1.50318
C -1.77636 4.59496 -2.57228
C -0.67649 3.66631 -2.08587
S -1.11430 1.86891 -1.97788
O -2.39553 1.79545 -1.26343
C -1.47945 1.53257 -3.76927
C -2.96574 1.45111 -4.05863
C -3.22388 1.09171 -5.51927
H -3.61779 5.48340 -1.88315
H -2.39451 5.29999 -0.62714
H -3.28758 3.89038 -1.19942
H -1.31886 5.54959 -2.84841
H -2.23572 4.19325 -3.47595
H -0.37695 3.93218 -1.07160
H 0.19767 3.69509 -2.73435
H -1.00214 0.57230 -3.96805
H -0.98345 2.30507 -4.35312
H -3.44924 2.40278 -3.83213
H -3.40968 0.69956 -3.40448
H -2.80821 1.84648 -6.18391
H -4.29345 1.03361 -5.70295
H -2.78063 0.13104 -5.77368
C -1.09873 -2.72495 -2.97549
O -0.69593 -1.49674 -2.34100
C -0.17921 -1.56752 -1.10609
O 0.03324 -2.60269 -0.51615
H -0.92537 -2.60446 -4.04183
H -2.15767 -2.90551 -2.78174
H -0.50993 -3.55052 -2.57463

Charge   +1
Maximum force   1.640 eV/Å
Spin multiplicity   5
HOMO-LUMO gap (alpha / beta)   8.08 / 6.75 eV
Energy above the lowest of the compared OMol25 structures with the same formula, charge and spin   0.463 eV

4.
Here is a cluster of 6 separate species, C34H58N2O5 in total from the OMol25 dataset. Energies are from wB97M-V/def2-TZVPD.

Positions of all 99 atoms, in Å:
C -5.66802 -1.69992 3.03536
C -5.97106 -1.85148 1.52862
C -5.32026 -0.76495 0.64090
C -3.84455 -0.42180 0.99559
C -2.83026 -0.63154 -0.19152
C -2.12706 0.69461 -0.59170
C -0.82449 0.94535 0.18462
C 0.26919 -0.06386 -0.21408
C 1.71177 0.35283 0.15675
C 1.89103 0.96665 1.56153
C 3.07890 2.00793 1.55651
C 2.57969 3.28117 2.20407
C 2.00540 4.28967 1.37820
C 1.52032 5.43660 1.87964
C 1.54732 5.67605 3.27823
N 1.00387 6.84181 3.73928
C 1.06250 6.91065 5.04565
C 1.64466 5.94422 5.89511
N 2.18290 4.84136 5.44321
C 2.11564 4.69211 4.08604
C 2.64313 3.50288 3.53211
H -6.36173 -2.28544 3.64393
H -5.61643 -0.64601 3.32713
H -4.66717 -2.11375 3.21519
H -7.06132 -1.76488 1.40650
H -5.71144 -2.85649 1.17373
H -5.31238 -1.16470 -0.38261
H -5.95518 0.12786 0.64001
H -3.45140 -1.01248 1.82559
H -3.79118 0.65104 1.21433
H -3.32724 -1.00570 -1.09459
H -2.11200 -1.40146 0.11139
H -2.84035 1.52570 -0.52729
H -1.86848 0.59536 -1.65647
H -0.99285 0.83365 1.26828
H -0.49885 1.98738 0.05015
H 0.01345 -1.06341 0.15746
H 0.23696 -0.13801 -1.31337
H 2.09601 1.00276 -0.63705
H 2.32152 -0.56114 0.11680
H 2.14997 0.16935 2.26863
H 1.00051 1.46410 1.95398
H 3.91640 1.55546 2.09008
H 3.34150 2.26292 0.52634
H 1.93420 4.14930 0.30015
H 1.10592 6.17984 1.20397
H 0.62295 7.79414 5.51413
H 1.64820 6.11459 6.97029
H 3.09641 2.77310 4.19754
C 0.15611 -2.83891 -4.02739
C -1.15740 -2.23331 -3.59720
O -1.37764 -1.04724 -3.71224
C -2.18523 -3.15830 -3.01529
H 0.80130 -2.05777 -4.42612
H 0.64898 -3.30172 -3.17058
H -0.01456 -3.58621 -4.80424
H -1.79146 -3.63061 -2.11539
H -2.46257 -3.91804 -3.74930
H -3.07363 -2.58736 -2.75149
C 7.60792 0.62885 2.17257
C 6.61184 -0.49034 2.35421
O 5.55214 -0.48946 1.77252
C 6.99549 -1.60905 3.29281
H 7.20447 1.36084 1.47501
H 7.79649 1.11960 3.12896
H 8.54233 0.23498 1.76926
H 7.15777 -1.21446 4.29714
H 7.90349 -2.09923 2.93787
H 6.19144 -2.34160 3.32848
C 0.41332 -7.01531 -1.24686
C -0.89780 -6.40607 -0.81552
O -1.11302 -5.22132 -0.93578
C -1.92922 -7.33611 -0.22799
H 1.05860 -6.23652 -1.64903
H 0.90934 -7.47694 -0.39174
H 0.23971 -7.76410 -2.02136
H -1.53359 -7.81163 0.67093
H -2.20332 -8.09857 -0.95881
H -2.81844 -6.76758 0.03696
C 4.62596 6.08805 -0.95878
C 5.02469 4.82600 -1.68439
O 5.25503 3.80018 -1.08662
C 5.12323 4.89939 -3.18916
H 4.59393 5.89175 0.11153
H 5.35635 6.87575 -1.15125
H 3.63609 6.40890 -1.28815
H 5.87377 5.63674 -3.47857
H 4.15560 5.17176 -3.61376
H 5.41692 3.92680 -3.57915
C -6.70285 -1.65910 -3.61479
C -6.36245 -2.94320 -4.32743
O -6.11315 -3.95526 -3.71334
C -6.34212 -2.91232 -5.83637
H -6.67486 -1.83108 -2.54026
H -5.97313 -0.88772 -3.86745
H -7.70612 -1.33352 -3.89485
H -5.59916 -2.19297 -6.18484
H -7.32780 -2.64105 -6.21796
H -6.07943 -3.89902 -6.21311

Maximum force   1.510 eV/Å
Spin multiplicity   1
HOMO-LUMO gap   8.87 eV
Energy above the lowest of the compared OMol25 structures with the same formula, charge and spin   0.563 eV

5.
Here is a structure of composition C34H59BrNP3Zn from the OMol25 dataset. Energies are from wB97M-V/def2-TZVPD.

Positions of all 99 atoms, in Å:
C 2.92433 2.70744 -6.25279
C 1.73216 2.95779 -5.53883
C 0.67146 3.60361 -6.19431
C 0.84065 4.05305 -7.50562
N 1.99293 3.86447 -8.13605
C 3.00254 3.20853 -7.56280
C 1.32569 2.31474 -4.29813
C 0.77847 2.33719 -3.13784
C 0.40783 2.23666 -1.75730
C -0.35708 1.11453 -1.37167
C -0.49379 0.72345 -0.04886
C -0.25237 1.65612 0.97362
C 0.55546 2.75295 0.61693
C 0.94016 2.99968 -0.69621
Zn -0.03470 0.81279 -4.15008
P -1.30068 -2.76313 0.02689
H -0.28982 3.65494 -5.67621
H 3.71430 2.08774 -5.82392
H 0.01558 4.58938 -7.97354
H 3.92112 3.09337 -8.14042
H 1.79372 3.63096 -0.90811
H -0.79227 0.45348 -2.13562
H 1.02340 3.33610 1.39896
H -0.68941 -0.34166 0.13488
C -2.06460 -3.19842 1.65532
C -3.49010 -3.75283 1.61906
H -2.03947 -2.26477 2.24686
H -1.39822 -3.91771 2.16520
H -3.73942 -4.20230 2.59309
H -4.22917 -2.96281 1.42644
H -3.60836 -4.54025 0.86252
C -2.71105 -2.37308 -1.10782
C -2.35450 -2.45738 -2.59360
H -3.00619 -1.34448 -0.85421
H -3.57523 -3.01225 -0.86374
H -3.15991 -1.98069 -3.16986
H -1.41796 -1.92179 -2.81237
H -2.26555 -3.49789 -2.94309
C -0.73793 -4.41668 -0.58511
C -1.80798 -5.49213 -0.76520
H 0.03314 -4.76466 0.12381
H -0.23543 -4.21669 -1.54412
H -1.38144 -6.33041 -1.33177
H -2.14361 -5.90529 0.19318
H -2.68534 -5.14145 -1.32551
Br -0.57106 1.14973 2.72291
P -3.97982 2.44192 0.81307
C -3.74998 0.63144 1.04612
C -5.01072 0.01466 1.67186
H -2.85086 0.51685 1.67798
H -3.54378 0.21038 0.05337
H -5.17347 -1.01814 1.33372
H -4.96115 0.00918 2.77087
H -5.89340 0.60200 1.38037
C -3.29199 3.05372 2.42340
C -3.82276 4.36599 2.99690
H -2.21720 3.14198 2.22272
H -3.41367 2.22724 3.13918
H -3.32884 4.54334 3.95830
H -3.57778 5.20663 2.34241
H -4.90400 4.35306 3.16743
C -2.90277 3.19554 -0.43175
C -3.81444 4.15863 -1.20203
H -2.49918 2.38573 -1.04620
H -2.05275 3.69197 0.04466
H -3.26740 4.67690 -1.98940
H -4.62622 3.57392 -1.64648
H -4.26283 4.90599 -0.53639
C 3.71237 0.63728 -0.14364
C 3.65670 -0.83755 0.26261
C 5.03254 -1.50039 0.31495
P 2.58545 -1.13508 1.76312
C 2.73503 -2.94028 2.24319
C 4.02094 -3.35932 2.94215
C 1.49423 -3.33979 3.06066
C 3.31020 -0.17320 3.20819
C 4.81481 -0.19422 3.40330
C 2.81614 1.26850 3.15697
H 4.26301 1.26099 0.57398
H 2.70916 1.05641 -0.28353
H 4.23070 0.71881 -1.10871
H 3.03849 -1.36677 -0.49151
H 5.61528 -1.18344 1.19134
H 4.95168 -2.59455 0.30471
H 5.59293 -1.20489 -0.58118
H 2.68341 -3.44356 1.26261
H 4.13154 -2.86657 3.91645
H 3.97561 -4.44252 3.13242
H 4.91977 -3.17664 2.34088
H 0.57065 -3.13513 2.50685
H 1.53348 -4.40962 3.29049
H 1.45041 -2.79203 4.00961
H 2.82000 -0.66439 4.06746
H 5.32786 0.39256 2.63257
H 5.01976 0.29419 4.36416
H 5.25348 -1.19227 3.44871
H 1.73580 1.28505 2.97048
H 2.99796 1.75335 4.12133
H 3.30527 1.85617 2.37430

Charge   +2
Maximum force   4.887 eV/Å
Spin multiplicity   1
HOMO-LUMO gap (alpha / beta)   3.08 / 4.32 eV
Energy above the lowest of the compared OMol25 structures with the same formula, charge and spin   4.956 eV

Which value of spin multiplicity does entry 5 give? 1